156
Properties=species:S:1:pos:R:3:forces:R:3:lowdin_charge:R:1 method="wB97M-V/def2-TZVPD" lumo_ev=-2.16 total_charge=+1 orbital_gap_ev=9.2
Sr -4.1546 -0.6899 1.6579 0.4595 -0.0508 1.1635 1.689
C -0.8104 0.3851 1.5356 1.9538 0.0764 -0.4769 -0.446
O -0.2614 -0.4394 0.4527 0.0450 -0.7710 0.3023 -0.113
O -2.0917 0.2393 1.6653 -1.3487 -0.0091 -0.1204 -0.337
C -0.0847 -0.1021 2.8482 -0.9574 1.5569 0.2461 -0.421
F 1.2458 0.1195 2.8122 -0.9879 -0.9374 0.3935 0.130
F -0.5830 0.7375 3.8639 0.7639 -1.5156 -0.9257 0.074
F -0.4036 -1.4068 3.2071 0.9174 1.5607 -0.2813 0.098
C -0.0645 0.1354 -0.8405 -0.0856 0.1145 0.1682 -0.244
C 0.2349 -0.9312 -1.9165 1.1714 0.3542 1.4628 -0.032
H 0.1132 -0.3282 -2.8348 0.0892 -0.9769 -0.0686 0.076
H 1.3019 -1.2879 -1.7621 -1.2045 0.4655 -0.4860 0.089
H -0.3971 -1.8370 -1.8016 0.2126 0.9590 -0.5085 0.049
H 0.7226 0.8962 -0.8156 0.2248 -0.2716 0.1560 0.091
H -0.9460 0.7038 -1.1211 -0.5394 0.0318 -0.0550 0.098
H -0.4003 1.4245 1.3540 -0.4588 -0.6074 0.2354 0.164
C -5.4169 1.4935 4.0931 -0.8560 -0.0691 -1.0814 -0.186
C -4.7880 0.4627 5.0250 -1.1398 -0.9170 -0.9586 -0.132
O -5.0036 -0.8184 4.2916 -0.4359 2.1769 -0.6637 -0.159
O -4.7928 1.4661 2.7914 -0.6480 -1.2039 0.4200 -0.199
H -5.4286 2.5415 4.3809 0.2799 -0.1273 0.7950 0.134
H -6.4838 1.2343 3.9083 0.6290 -0.0521 0.3345 0.134
H -5.3552 0.3898 5.9538 0.1848 0.2140 0.0637 0.126
H -3.7430 0.6737 5.1988 0.3701 -0.1897 0.0007 0.123
H -4.6063 -1.5916 4.6632 0.9034 -0.4831 0.7495 0.038
H -4.2766 2.2580 2.6626 0.8940 1.0681 -0.2401 0.037
C 3.4719 -2.2215 2.5610 -0.9370 0.4972 -1.7744 -0.215
C 3.1116 -3.5762 3.0650 0.1818 -0.0574 -1.1179 -0.186
O 2.7366 -4.4474 1.9694 0.1010 0.2864 0.2032 -0.080
O 4.4418 -2.3089 1.5066 0.6796 0.6794 0.6329 -0.079
H 3.7858 -1.5973 3.3763 0.4118 0.4097 0.3822 0.115
H 2.5669 -1.7778 2.0902 0.3223 -0.1142 0.4889 0.117
H 2.2601 -3.3773 3.7073 -0.1570 -0.7480 0.2706 0.125
H 3.9618 -4.0249 3.5494 0.1406 -0.2110 0.6760 0.126
H 3.5560 -4.6403 1.4773 -0.2489 -0.0005 0.2301 0.087
H 4.9142 -1.4525 1.4521 -0.3550 -0.4567 0.0015 0.094
C 2.6621 -0.1026 -5.3765 0.5760 0.3735 1.1150 -0.209
C 2.2808 0.7969 -6.4990 0.3322 -1.6636 -2.8722 -0.303
O 1.5553 1.9074 -6.1939 -2.4922 1.8016 0.6905 -0.078
O 3.6451 0.4322 -4.4316 -0.4517 -0.2336 -0.7818 -0.086
H 3.0427 -1.0310 -5.8827 -0.3106 0.5543 0.9809 0.132
H 1.7561 -0.2318 -4.7366 0.5509 -0.5766 -0.6563 0.117
H 1.7801 0.1059 -7.2590 0.0224 0.8664 0.9438 0.149
H 3.0900 1.1995 -7.1004 1.0739 -0.5155 0.1698 0.125
H 0.7215 1.9968 -6.7257 0.7850 -0.3064 0.3429 0.091
H 4.0407 1.2453 -4.7769 -0.1704 -0.3232 -0.1100 0.080
C -1.2011 -4.3320 -0.0820 0.6074 1.3888 -0.8644 -0.258
C -1.8979 -3.4557 0.9369 0.6207 -0.6355 0.0949 -0.205
O -2.5644 -2.3540 0.2902 0.4401 -0.3902 0.5327 -0.158
O -0.6677 -5.4909 0.4918 1.1212 -0.2019 0.5128 -0.031
H -0.4291 -3.7275 -0.6368 -0.6185 -0.6732 0.6422 0.116
H -1.9817 -4.5849 -0.7795 -0.3274 -0.7160 -0.5633 0.107
H -1.1691 -3.2218 1.7231 -0.2844 0.8207 -0.2318 0.119
H -2.6470 -4.0472 1.4050 -0.8108 -0.3528 0.3367 0.092
H -1.8550 -1.6985 0.2298 0.4259 0.8569 -0.1503 0.055
H 0.3205 -5.4400 0.5222 -1.1295 0.2436 -0.2095 0.107
C -1.9842 4.1994 2.7975 -0.6820 -0.7804 -0.5417 -0.158
C -1.2928 5.1608 1.8066 -0.5832 0.5751 -0.2261 -0.181
O -1.6873 4.9615 0.4069 0.1838 -0.1969 1.2732 -0.073
O -3.2882 3.8006 2.2196 0.9470 -0.2468 1.1890 -0.102
H -2.2555 4.6832 3.7491 0.3851 0.0273 -0.3980 0.121
H -1.3174 3.3180 3.0491 -1.0079 0.6178 -0.5685 0.104
H -0.2377 5.1343 1.9294 0.9099 -0.4903 -0.1062 0.075
H -1.5013 6.1952 2.1058 -0.5559 -0.1496 -0.5138 0.125
H -1.0228 4.4069 -0.0319 0.0098 0.1521 0.2456 0.069
H -3.1978 3.9214 1.2720 0.2106 0.1415 -0.5111 0.064
C 4.4179 1.9837 1.0135 -0.5210 -0.5572 -0.2869 -0.195
C 3.0408 1.5279 0.5030 -0.2133 -0.1469 -0.5756 -0.208
O 1.9836 2.4747 0.7389 1.0433 -0.3898 -0.2753 -0.097
O 5.3249 0.8627 1.1168 -1.1247 0.3941 0.6723 -0.066
H 4.1916 2.3248 1.9921 0.1973 0.4678 1.1399 0.087
H 4.9061 2.7912 0.4679 -0.2477 0.0366 -0.2105 0.131
H 2.7615 0.6782 1.1302 0.2188 -0.2177 -0.3569 0.100
H 3.0841 1.2213 -0.5794 -0.1056 0.1691 0.8772 0.137
H 1.9637 3.0730 -0.0214 -0.2703 0.2883 0.0174 0.047
H 5.8347 0.9195 0.3325 0.9692 -0.3031 -1.0730 0.072
C 1.3957 4.1114 -3.7345 -0.1457 -0.5356 0.3337 -0.201
C 0.8830 4.7535 -2.4286 0.4830 -1.2589 -0.9307 -0.181
O 0.9705 3.7618 -1.4106 -0.1140 -0.0550 0.1675 -0.108
O 0.9211 2.7696 -3.6948 -0.1126 -0.3178 -0.5223 -0.118
H 2.4895 4.0689 -3.7889 -0.0196 0.3663 0.1354 0.124
H 0.9967 4.5436 -4.6470 0.0571 0.6975 0.0596 0.121
H -0.1456 5.0362 -2.5444 -0.5703 0.4133 -0.0812 0.113
H 1.5048 5.5737 -2.1618 0.2935 0.8108 0.3291 0.116
H 0.8027 2.9241 -1.8874 0.0377 0.1864 0.1787 0.068
H 1.1529 2.3974 -4.5747 -0.0999 -0.2455 0.3941 0.045
C -3.1454 -4.0296 4.5944 1.3240 -0.7223 -0.6510 -0.186
C -2.2452 -5.0885 3.9020 -1.6528 -0.0459 0.0957 -0.248
O -0.9270 -4.6277 3.8406 0.5699 -0.2358 -0.9912 -0.061
O -3.1249 -2.7584 3.9357 -0.1082 0.1597 -0.5110 -0.114
H -2.7581 -3.8788 5.5776 0.3089 0.0098 0.9240 0.113
H -4.1533 -4.4227 4.7068 -0.2061 0.3219 -0.3834 0.127
H -2.6091 -5.2778 2.8653 -0.0158 -0.0931 0.8275 0.112
H -2.3292 -6.0281 4.4917 0.0393 0.4015 -0.3231 0.132
H -0.6025 -5.0075 2.9948 0.2789 0.4405 0.7807 0.089
H -2.2072 -2.4174 3.8823 -0.4432 -0.5103 0.1927 0.086
C 5.8433 1.3468 4.3641 0.6333 -0.4334 0.0849 -0.206
C 4.7697 1.9119 5.2295 -0.4767 1.3043 0.5896 -0.274
O 3.5390 1.2910 5.0231 -1.1392 -0.9255 -0.1150 -0.078
O 6.0007 -0.0434 4.7957 1.1839 0.6477 -0.1360 -0.089
H 6.7513 1.9925 4.5109 -0.4770 -0.8904 -0.2274 0.140
H 5.5647 1.2747 3.3022 0.1189 0.5352 0.4207 0.086
H 4.5419 2.9786 5.0381 0.5134 -0.3665 -0.2963 0.120
H 5.0334 1.8994 6.3003 0.2821 -0.3231 -0.2686 0.129
H 3.5728 0.3494 5.2465 0.2936 0.3062 -0.0114 0.092
H 6.9472 -0.2709 4.6995 -0.8504 0.0443 0.0874 0.096
C -2.9714 0.7485 -8.2961 -1.1885 -0.5952 0.8248 -0.204
C -2.1029 1.9342 -8.1219 -0.0353 1.5615 -0.6604 -0.264
O -0.9879 1.6257 -7.3251 0.5636 -0.2613 0.6922 -0.078
O -3.4287 0.4379 -6.9418 0.1150 -0.4570 -0.5535 -0.097
H -2.3354 -0.0582 -8.6924 -0.4140 0.0748 0.0417 0.129
H -3.8490 0.9519 -8.9761 0.8940 -0.2509 0.6738 0.139
H -2.5816 2.8385 -7.7162 -0.4549 -0.5002 0.1374 0.133
H -1.7794 2.2681 -9.0986 0.5517 -0.1081 -0.3118 0.124
H -1.3508 1.3443 -6.4684 0.0416 -0.0341 -0.2898 0.102
H -3.4359 -0.5201 -6.7508 0.0074 0.4751 -0.2691 0.064
C -3.8727 0.3034 -2.2697 0.6474 -2.2748 -0.4700 -0.212
C -4.8594 -0.5622 -1.4088 0.7268 2.1947 -0.9836 -0.184
O -5.2842 0.2339 -0.2771 -0.3687 -0.3927 -0.5971 -0.220
O -4.2913 1.6320 -2.3867 0.2641 0.2137 1.4628 -0.023
H -3.8698 -0.1977 -3.2704 0.2050 0.4045 0.7123 0.119
H -2.8335 0.1391 -1.8148 -1.2792 0.9914 -0.6414 0.127
H -4.2875 -1.3867 -1.0428 0.1424 -0.8203 0.2174 0.071
H -5.6545 -0.8873 -2.0727 -0.5581 -0.0509 0.4737 0.129
H -5.4541 1.1374 -0.5887 0.0882 -0.1088 -0.0793 0.107
H -4.5926 1.8643 -3.2554 -0.1084 -0.1540 -0.6941 0.098
C 2.4327 -4.3747 -1.5585 -0.5563 -0.0558 1.3665 -0.206
C 3.8091 -3.8327 -1.7949 0.8368 -0.0805 -0.3577 -0.251
O 4.6690 -3.9121 -0.6559 -0.5620 0.1250 -0.3874 -0.070
O 1.6700 -3.6352 -0.5600 0.6371 -0.1317 -0.7403 -0.123
H 2.5437 -5.4175 -1.1398 -0.3467 0.6596 -1.0534 0.139
H 1.8665 -4.2328 -2.4945 0.0827 -0.7489 0.3551 0.126
H 3.7471 -2.8489 -2.2965 0.1767 0.0253 0.6695 0.123
H 4.2790 -4.4839 -2.5449 -0.0999 0.0340 0.0904 0.124
H 4.4928 -3.2071 -0.0056 -0.0683 0.0026 -0.2195 0.034
H 2.1632 -3.6880 0.2705 -0.0600 -0.0079 0.2645 0.037
C 1.2869 3.6010 4.7935 -0.0517 -0.6764 -0.8231 -0.261
C 1.9960 4.2617 3.6193 0.2281 -0.4153 -0.2643 -0.228
O 1.4592 5.5328 3.2486 -0.1418 -0.2074 1.0338 -0.077
O 1.5116 4.3351 5.9719 0.5042 -0.3058 1.4625 -0.067
H 1.6744 2.5642 4.8449 -0.2450 0.5229 0.1376 0.103
H 0.2044 3.5793 4.6226 0.0313 -0.1574 -0.2258 0.100
H 1.9328 3.5953 2.7374 0.1968 0.3916 0.4403 0.104
H 3.0399 4.4511 3.9240 -0.0793 -0.4857 -0.2279 0.116
H 1.4145 5.9392 4.1277 -0.2039 0.6487 -0.4207 0.090
H 1.6294 3.7207 6.7327 -0.1544 0.7563 -0.9616 0.111
C -2.5967 -3.8668 -3.6028 -0.4465 0.2268 0.2158 -0.225
C -2.5952 -3.3348 -5.0240 -2.7317 -1.1404 -0.2295 -0.202
O -3.2622 -2.0393 -5.0769 0.9702 -0.5155 0.4378 -0.096
O -2.2488 -2.7688 -2.7793 -0.3024 0.4198 0.0161 -0.107
H -1.8443 -4.6396 -3.4001 -0.3939 -0.2981 -0.5754 0.129
H -3.6393 -4.2294 -3.4125 0.8094 0.1559 0.2580 0.134
H -3.2073 -4.1171 -5.6125 0.8877 1.5690 0.4883 0.152
H -1.6387 -3.2687 -5.4421 1.5660 0.1856 -0.5964 0.094
H -2.7639 -1.5005 -4.4163 -0.5529 -0.5571 -0.6210 0.070
H -2.1751 -3.0718 -1.8744 -0.0557 0.0778 0.3181 0.021